(1)
C28H25BrN2O5PdS as an isolated structure, computed with ωB97M-V/def2-TZVPD.

Structure (XYZ):
```
63
Properties=species:S:1:pos:R:3:forces:R:3:nbo_charge:R:1
C 5.23578 -4.07534 1.09989 -0.0406 0.4615 0.2609 -0.61
C 4.18739 -3.10196 1.66651 0.5503 -0.0196 -0.2126 -0.55
S 2.70159 -3.23767 0.67526 -0.0513 -0.0477 -0.0717 0.48
C 1.29006 -2.81055 1.73172 -0.2631 -0.4052 0.2729 -0.58
C 0.47577 -1.98873 0.79626 0.5131 -0.0586 0.6218 0.05
C 0.34986 -0.60339 0.90058 -0.3487 0.3204 -0.7185 0.30
O 0.93313 0.11287 1.90523 -0.2598 -0.3159 -0.1164 -0.54
C 2.32143 0.35291 1.79317 0.1979 0.6265 -0.5284 0.80
O 3.07454 -0.32527 2.37849 0.6633 -1.0979 0.9195 -0.48
C 2.74391 1.53660 1.00918 -0.5462 0.2861 -0.0186 -0.12
C 2.90458 2.72542 1.71170 0.1545 0.2902 -0.0821 -0.22
C 3.36105 3.86400 1.05864 -0.1582 -0.6346 0.0675 -0.20
C 3.62701 3.79170 -0.30128 0.1062 0.2028 0.2170 -0.20
C 3.46310 2.60234 -0.99389 0.0754 0.1953 -0.1317 -0.18
C 3.01736 1.46087 -0.34896 0.0252 0.1503 0.1425 -0.22
C -0.46402 0.09331 -0.01893 0.4339 0.0683 0.5713 0.02
C -0.64803 1.56892 0.16158 -0.6282 -0.0332 -0.2082 -0.12
O -0.19112 2.26916 -0.99541 0.3862 -0.1458 0.4678 -0.55
C -0.72022 3.54805 -0.98295 0.3943 0.6735 -0.0485 0.83
C 0.16781 4.63809 -0.47185 0.0967 -0.8270 0.2534 -0.73
O -1.83946 3.71806 -1.34500 -0.9666 -0.1849 -0.2474 -0.56
C -1.08139 -0.57732 -1.05811 -0.5665 0.3142 -0.1690 0.01
C -1.85745 0.17895 -2.10178 0.8746 -0.0527 -0.6236 -0.13
O -3.19674 -0.35198 -2.25489 -0.0438 0.0063 0.8732 -0.36
C -4.11780 0.00737 -1.39072 -0.1462 -0.2486 -0.3282 0.40
C -4.21488 1.28870 -0.80906 0.7399 0.2850 0.6139 -0.31
C -5.24939 1.55684 0.07087 -0.0908 0.5159 0.7026 -0.30
C -6.19086 0.57635 0.41064 0.6519 -0.3581 0.2681 -0.09
C -6.09508 -0.69821 -0.19308 -0.0090 -0.0050 -0.1222 -0.20
C -5.09042 -0.97729 -1.07616 -0.8062 -0.2935 0.2468 -0.14
C -0.96679 -1.98467 -1.17567 -0.1551 0.1256 -0.3148 0.16
N -1.59353 -2.62129 -2.20717 0.3076 -0.2069 0.4956 -0.35
C -1.44729 -3.91451 -2.22988 -0.3170 0.0792 -0.5490 0.04
C -0.68761 -4.61901 -1.26568 0.3588 -0.3770 0.3965 0.13
Br -0.56916 -6.48056 -1.39296 -0.0448 0.0472 -0.0438 0.18
N -0.06015 -4.02963 -0.29579 -0.2011 0.3356 -0.0516 -0.39
C -0.20064 -2.67624 -0.24186 -0.0733 -0.3649 -0.1445 0.10
H 5.14316 -5.05516 1.54919 -0.1088 -0.2514 -0.2002 0.23
H 5.21570 -4.11495 0.01552 -0.0738 -0.1988 -0.1394 0.22
H 6.20229 -3.66551 1.37300 0.2234 -0.0797 0.0628 0.24
H 4.01228 -3.30812 2.71574 -0.3152 0.0736 0.1151 0.25
H 4.57790 -2.09722 1.55904 -0.1015 0.2858 0.1309 0.25
H 1.57139 -2.28135 2.63152 0.3011 0.2004 0.0022 0.28
H 0.77749 -3.72781 1.99897 -0.0929 -0.0872 0.0060 0.26
H 2.71466 2.77056 2.77307 -0.0599 -0.0920 0.1458 0.23
H 3.50096 4.76057 1.63864 0.0777 0.2438 -0.1059 0.24
H 3.97507 4.67464 -0.81287 0.0864 0.0597 -0.1491 0.24
H 3.70652 2.58887 -2.04442 -0.0237 -0.1555 -0.1318 0.23
H 2.91499 0.52917 -0.88191 -0.0301 -0.1485 -0.1125 0.22
H -1.72575 1.74837 0.25854 -0.1211 0.0540 0.0409 0.18
H -0.19477 1.94307 1.07209 0.3702 -0.0234 0.0360 0.23
H 0.41234 5.31440 -1.28052 0.0668 0.2075 -0.0866 0.27
H 1.05663 4.19768 -0.03362 0.1685 0.1741 -0.1190 0.24
H -0.38517 5.15673 0.30299 -0.1040 0.3312 -0.0241 0.25
H -1.84528 1.24582 -1.94240 -0.2635 0.1626 0.1035 0.24
H -1.36275 0.01299 -3.05310 -0.2322 -0.0777 -0.2586 0.26
H -3.50985 2.06937 -1.05735 -0.0125 0.1294 -0.1666 0.28
H -5.33780 2.52786 0.54293 -0.1700 0.3625 -0.4650 0.27
H -6.99383 0.78487 1.09589 -0.1612 0.1497 0.1002 0.26
H -6.84646 -1.42835 0.05767 -0.0030 -0.2416 -0.0710 0.26
H -5.05189 -1.95657 -1.52658 0.2559 -0.0242 -0.2004 0.25
H -1.92364 -4.47211 -3.02158 -0.0723 -0.0252 -0.1695 0.23
Pd -3.97653 0.96527 1.85097 -0.4180 -0.3358 -1.0041 0.53
```
Forces are in eV/Å.

Output
Frontier orbital gap, eV: 2.3
LUMO level, eV: -10.902
Net charge: +2

***

(2)
C28H25Cl3IN5O2S2SbSe4W as an isolated structure, computed with ωB97M-V/def2-TZVPD.

Structure (XYZ):
```
72
Properties=species:S:1:pos:R:3:forces:R:3:mulliken_charge:R:1
W 0.24549 0.96661 0.40255 0.4405 0.0797 0.0014 0.64
N 0.00283 1.28955 4.22355 0.0759 -0.0438 0.0285 -0.29
C 0.24701 0.88344 3.00880 -0.0585 -0.0259 -0.0442 0.49
O -0.66778 0.37558 2.26431 -0.0949 0.0252 0.0410 -0.43
C 1.48861 1.01618 2.22870 -0.1078 -0.0241 -0.1168 -0.60
I -0.74496 3.33644 0.68231 -0.0397 -0.0057 0.0599 -0.05
H -0.92560 1.20362 4.61708 0.0008 -0.0031 -0.0012 0.28
H 0.73832 1.65649 4.80963 -0.0012 0.0142 -0.0029 0.24
H 2.02526 0.06487 2.23442 0.0350 0.0212 0.0246 0.24
H 2.15055 1.84332 2.46418 -0.0232 0.0263 -0.0304 0.49
S -5.48631 -1.12321 -2.28144 0.0036 0.0137 -0.0024 -0.13
C -3.97210 -0.61696 -1.64590 -0.0112 -0.0075 -0.0094 1.31
C -2.78589 -0.45630 -2.38434 0.0061 0.0000 -0.0008 -0.62
C -1.64937 -0.03949 -1.75054 0.0126 -0.0129 0.0044 -0.71
N -1.59429 0.23561 -0.42165 -0.0619 0.0173 -0.0074 0.06
C -2.73666 0.07871 0.29558 -0.0106 -0.0045 0.0033 -0.37
C -3.90853 -0.33429 -0.26717 0.0036 0.0103 0.0093 -1.04
C -5.12091 -1.36529 -4.00652 0.0114 -0.0202 0.0089 -0.03
C -5.25639 -0.31620 -4.90186 -0.0028 0.0029 -0.0035 0.01
C -4.96297 -0.56993 -6.23708 -0.0004 0.0058 0.0053 -0.36
N -4.56743 -1.75658 -6.68582 -0.0016 -0.0050 0.0011 -0.54
C -4.47414 -2.75771 -5.81669 0.0016 0.0003 -0.0062 -0.39
C -4.74035 -2.61903 -4.45982 -0.0032 0.0073 -0.0034 0.03
H -2.75994 -0.65220 -3.44674 -0.0002 0.0011 0.0035 0.35
H -0.73109 0.09123 -2.30765 -0.0013 -0.0014 -0.0077 0.45
H -2.68275 0.30623 1.34897 -0.0004 0.0026 -0.0022 0.50
H -4.78665 -0.43346 0.35695 0.0007 0.0044 0.0005 0.47
H -5.58914 0.66225 -4.58282 0.0003 0.0012 0.0003 0.43
H -5.05604 0.21820 -6.97482 0.0004 0.0007 -0.0007 0.39
H -4.17748 -3.71922 -6.21897 0.0001 0.0012 -0.0014 0.39
H -4.66598 -3.46470 -3.78965 0.0016 0.0009 0.0008 0.43
Cl 4.41100 -3.92276 5.33399 -0.0022 0.0007 0.0008 -0.17
C 4.22091 -3.93233 3.62296 -0.0005 -0.0111 0.0066 0.20
C 4.21907 -2.73308 2.92403 -0.0031 0.0171 -0.0050 -1.22
C 4.06437 -2.75210 1.54822 0.0244 -0.0152 0.0034 0.37
C 3.91854 -3.94692 0.84951 -0.0046 -0.0196 0.0055 -0.22
C 3.70521 -3.94832 -0.64860 -0.0008 0.0586 0.0072 -0.76
C 2.23050 -4.10980 -1.00875 0.0650 -0.0251 0.0766 -1.62
N 1.40564 -3.11450 -0.31490 -0.0965 -0.1202 0.0441 0.24
C 0.56013 -3.35384 0.74774 -0.0059 0.1545 -0.0253 -0.87
C 0.08318 -2.14814 1.14417 0.0828 -0.1281 -0.0869 -0.77
N 0.65294 -1.16427 0.34062 -0.1422 -0.0393 0.1982 0.61
C 1.44235 -1.80806 -0.52353 0.1107 0.0611 -0.1073 -0.47
O 4.14180 -2.73641 -1.24655 -0.0213 -0.0409 -0.0840 0.00
C 5.56269 -2.65063 -1.40610 -0.0081 0.0918 0.0741 -0.45
C 6.17627 -3.76133 -2.20078 -0.0663 -0.0500 -0.0196 -0.07
C 5.71342 -4.25298 -3.38874 -0.0210 0.0255 -0.0172 0.92
Cl 4.29535 -3.74911 -4.24005 0.0189 0.0791 0.0040 -0.22
S 6.67070 -5.51994 -4.01768 0.0096 -0.0003 0.0202 -0.12
C 7.73118 -5.41675 -2.68403 0.0019 0.0214 -0.0203 -0.42
C 7.35470 -4.45328 -1.80047 0.0025 -0.0340 0.0013 -0.92
C 3.92938 -5.13212 1.58051 -0.0259 0.0075 -0.0060 0.76
Cl 3.73341 -6.65101 0.76482 0.0078 -0.0047 0.0175 -0.17
C 4.07951 -5.13996 2.95807 0.0017 -0.0045 0.0040 -0.75
H 4.36227 -1.80486 3.46059 0.0014 -0.0024 -0.0051 0.48
H 4.08675 -1.82344 0.98935 -0.0034 0.0067 0.0055 0.59
H 4.22582 -4.79586 -1.10145 0.0208 -0.0251 0.0148 1.15
H 1.87977 -5.09241 -0.70151 -0.0002 -0.0024 -0.0088 0.51
H 2.09750 -4.00641 -2.08412 -0.0123 0.0411 -0.0023 0.36
H 0.38015 -4.34775 1.12028 -0.0084 -0.0009 0.0025 0.51
H -0.60920 -1.92042 1.93277 -0.0017 0.0083 -0.0105 0.66
H 2.05029 -1.35657 -1.28709 0.0128 -0.0136 -0.0110 0.48
H 6.04576 -2.60284 -0.42517 0.0174 0.0010 -0.0218 0.41
H 5.72435 -1.68622 -1.89766 -0.0037 0.0136 -0.0010 0.01
H 8.58028 -6.07847 -2.62351 -0.0014 -0.0026 0.0047 0.46
H 7.89488 -4.23696 -0.88938 -0.0036 -0.0036 0.0012 0.42
H 4.09155 -6.07393 3.50222 -0.0008 0.0019 0.0005 0.50
Se 3.83604 -0.43361 -4.43447 0.0434 0.0120 0.0667 0.15
Sb 4.97217 1.31145 -3.15213 0.0334 -0.0564 -0.2761 1.10
Se 1.94940 1.39980 -0.98451 -0.2285 -0.0486 0.0239 -0.04
Se 3.49974 2.01852 -4.94921 0.0263 -0.0430 0.0856 -0.11
Se 6.67828 1.81444 -1.72019 0.0065 0.0077 0.0867 -0.20
```
Forces are in eV/Å.

Output
Frontier orbital gap, eV: 4.5
LUMO level, eV: -10.390
Net charge: +3

***

(3)
C28H25F5NO2Pb as an isolated structure, computed with ωB97M-V/def2-TZVPD.

Structure (XYZ):
```
62
Properties=species:S:1:pos:R:3:forces:R:3:nbo_charge:R:1
C 0.39816 -1.57360 1.91187 -0.7118 -0.5039 -0.4350 -0.32
C -0.95717 -1.14909 2.02639 0.3789 -0.5796 -0.6161 -0.31
C -1.69517 -1.69310 0.94454 0.2985 0.0266 0.1007 -0.34
H -1.36254 -0.54454 2.83007 0.0734 -0.0068 -0.1922 0.21
C -0.79136 -2.46831 0.14156 0.3091 0.1586 0.4223 -0.50
C 0.51850 -2.38538 0.75038 -0.8846 0.1853 0.5041 -0.38
H -1.04452 -3.04081 -0.75551 0.0782 0.0650 0.4168 0.20
C 1.03666 2.27509 0.36515 -0.4723 0.4559 0.1671 -0.33
C 0.18059 2.04289 1.46505 -0.1361 0.4468 -0.3169 -0.27
C -1.16639 2.06605 1.00129 0.5162 -0.1864 -0.7661 -0.34
H 0.48301 1.90383 2.51097 -0.1128 0.0310 -0.6111 0.20
C -1.16468 2.26517 -0.41434 0.6897 -0.6581 1.0996 -0.19
C 0.21541 2.42975 -0.79340 0.1012 -0.6109 0.1313 -0.46
H -2.77328 -1.57165 0.78835 0.4743 -0.0675 -0.0232 0.20
H 1.41219 -2.91105 0.42503 -0.1726 0.1700 -0.0209 0.21
H 1.17512 -1.38185 2.64661 -0.1289 0.0728 -0.3353 0.22
H 0.56423 2.59350 -1.81138 0.0552 0.2089 0.2273 0.21
H -2.04471 1.91378 1.61702 0.1012 -0.0603 -0.0660 0.20
H 2.12917 2.39899 0.40135 -0.7145 -0.2234 -0.0864 0.21
Pb -0.01532 -0.25162 -1.10180 1.0643 -0.1933 1.6303 1.50
C -2.34088 2.23246 -1.37028 0.5453 -0.3231 0.3002 -0.06
C -2.11407 3.37619 -2.34918 -0.6411 0.1596 -0.1509 -0.61
C -3.63293 2.36387 -0.56762 -0.1304 0.1513 -0.3646 -0.61
H -1.98328 4.30597 -1.78640 0.0555 -0.1157 -0.1345 0.21
H -2.97267 3.44526 -3.00894 0.0292 0.2748 -0.1807 0.23
H -1.22313 3.19189 -2.95384 -0.0364 0.0939 0.0666 0.20
H -3.60315 3.28183 0.02695 -0.0804 -0.1435 -0.0341 0.22
H -3.78466 1.50499 0.09823 0.1339 0.1716 -0.0601 0.21
H -4.46663 2.40495 -1.26790 -0.2292 0.0977 0.0639 0.21
C -2.39558 0.86378 -2.11746 -0.5974 0.2037 -0.7046 -0.54
C -3.45158 0.70281 -3.21233 -0.0736 -0.2041 0.2535 0.70
H -2.59839 0.06444 -1.37778 0.2912 0.2645 -0.2264 0.25
H -1.43618 0.64913 -2.66503 -1.1078 0.4542 0.2557 0.20
O -4.00639 1.62837 -3.77240 -0.1527 -0.1103 -0.1947 -0.63
N -3.74784 -0.59529 -3.56719 0.3356 -0.1596 -0.3180 -0.64
C -3.25942 -1.84117 -2.98490 0.0793 0.4936 -0.1228 -0.24
H -4.39088 -0.68013 -4.34099 -0.0126 0.1698 0.1291 0.40
C -4.07325 -2.28584 -1.78596 -0.1452 -0.0960 0.1492 0.04
C -3.76614 -3.50936 -1.19247 -0.2310 0.0717 0.0800 -0.24
H -2.95932 -4.09995 -1.62503 -0.1384 -0.0035 0.2388 0.21
C -4.48079 -3.95649 -0.08470 -0.0634 0.1116 -0.1611 -0.18
H -4.22464 -4.91228 0.36814 -0.0670 0.2160 -0.0358 0.21
C -5.52466 -3.18145 0.43051 0.0611 0.1072 -0.1429 -0.22
H -6.09648 -3.53524 1.28692 0.1627 0.0870 -0.1481 0.21
C -5.84110 -1.95832 -0.16350 0.2320 -0.1338 -0.2251 -0.21
H -6.65295 -1.33941 0.21486 0.1552 -0.1949 0.0108 0.21
C -5.11918 -1.51304 -1.27604 0.0738 -0.2189 0.1034 -0.25
H -5.37910 -0.57263 -1.76153 0.0703 -0.2005 0.2076 0.23
H -2.19271 -1.73450 -2.72027 -0.3596 -0.0502 0.0640 0.21
H -3.28039 -2.61966 -3.76365 -0.0754 0.2592 0.1963 0.21
F 7.17287 -0.65527 1.06704 0.5321 -0.0806 0.0616 -0.31
C 5.91315 -0.58617 0.61149 -0.0240 0.2227 0.6190 0.21
C 5.63980 -0.97229 -0.70148 -0.3085 0.0023 -0.1722 0.26
F 6.62113 -1.41284 -1.53182 -0.3312 0.2376 0.6551 -0.31
C 4.33807 -0.88711 -1.15739 0.0826 0.2284 0.6909 0.25
F 4.00479 -1.24831 -2.41621 0.3257 0.1310 0.4636 -0.31
C 3.31073 -0.39046 -0.31263 -0.3084 -0.0960 -0.6153 0.31
O 2.13986 -0.26617 -0.83855 0.3199 -0.0167 -0.0723 -0.90
C 3.61928 -0.03531 1.01358 0.0095 0.0720 0.6774 0.24
F 2.64858 0.38784 1.87472 0.9469 -0.3144 -0.8139 -0.30
C 4.92346 -0.11827 1.49183 -0.3634 -0.3150 -1.1431 0.29
F 5.19435 0.25106 2.75659 0.2288 -0.2354 -0.4962 -0.30
```
Forces are in eV/Å.

Output
Frontier orbital gap, eV: 6.3
LUMO level, eV: 2.156
Net charge: -1

***

In eV, the HOMO energy values for the records above are, in order, -13.25, -14.89, -4.15.